1.
Density functional theory data (ωB97M-V with the def2-TZVPD basis set) for an isolated molecule of C5H7NO.

Calculated values
- HOMO-LUMO gap (eV) = 10.07
- HOMO energy (eV) = -9.142
- electronic energy (Ha) = -324.64263
- energy relative to the best compared isomer or geometry (same formula, charge and spin) (kcal per mole) = 51.36
- SMILES string = [H]/N=C/[C@@H]1C(=O)[C@H]1C

```
! wB97M-V def2-TZVPD RIJCOSX def2/J DEFGRID3
* xyz 0 1
C 1.898 -0.660 0.581
C 0.693 0.212 0.286
C -0.627 -0.475 -0.191
C -1.534 0.301 -1.073
N -1.409 1.562 -1.179
C -0.453 0.107 1.178
O -0.970 0.303 2.238
H 2.411 -0.959 -0.337
H 1.605 -1.570 1.118
H 2.606 -0.117 1.214
H 0.869 1.179 -0.190
H -0.617 -1.556 -0.315
H -2.327 -0.279 -1.565
H -2.145 1.952 -1.765
*
```

Atomic partial charges in e from the Löwdin method, atoms 1 to 4:
1 C -0.051
2 C -0.208
3 C -0.143
4 C -0.209

2.
Density functional theory data (ωB97M-V with the def2-TZVPD basis set) for a cluster of 2 separate species, C5H7NO in total at a distorted geometry.

Calculated values
- HOMO-LUMO gap (eV) = 10.29
- HOMO energy (eV) = -10.016
- electronic energy (Ha) = -324.63383
- energy relative to the best compared isomer or geometry (same formula, charge and spin) (kcal per mole) = 56.87
- SMILES string = C=C(C)C#N.C=O

```
! wB97M-V def2-TZVPD RIJCOSX def2/J DEFGRID3
* xyz 0 1
C -1.980 0.705 0.188
C -0.535 -1.203 0.152
C -0.670 0.074 -0.191
C 2.599 -0.143 0.438
O 2.374 -1.300 0.183
C 0.140 0.725 -1.194
N 0.759 1.309 -1.981
H -1.950 1.445 0.984
H -2.666 -0.103 0.460
H -2.361 1.140 -0.737
H -1.118 -1.564 0.992
H 0.032 -1.912 -0.413
H 2.874 0.590 -0.341
H 2.513 0.253 1.470
*
```

Atomic partial charges in e from the Löwdin method, atoms 1 to 4:
1 C -0.063
2 C 0.070
3 C -0.360
4 C -0.154

3.
Density functional theory data (ωB97M-V with the def2-TZVPD basis set) for an isolated molecule of C5H7NO at a distorted geometry.

Calculated values
- HOMO-LUMO gap (eV) = 9.47
- HOMO energy (eV) = -9.258
- electronic energy (Ha) = -324.65274
- energy relative to the best compared isomer or geometry (same formula, charge and spin) (kcal per mole) = 45.01
- SMILES string = [H]/N=C(/C=C)C(=C)O

```
! wB97M-V def2-TZVPD RIJCOSX def2/J DEFGRID3
* xyz 0 1
C -0.992 0.592 -0.461
C -0.022 -0.436 0.029
C 1.239 0.147 0.560
C -1.400 0.548 -1.732
C 2.078 -0.589 1.299
O -1.458 1.560 0.400
N -0.259 -1.706 0.002
H -1.189 1.297 1.299
H -1.190 -1.880 -0.393
H 1.462 1.180 0.319
H -1.034 -0.202 -2.425
H -2.103 1.284 -2.107
H 1.863 -1.627 1.536
H 3.004 -0.168 1.675
*
```

Atomic partial charges in e from the Löwdin method, atoms 1 to 4:
1 C -0.387
2 C -0.353
3 C -0.120
4 C 0.072

4.
Density functional theory data (ωB97M-V with the def2-TZVPD basis set) for a structure of composition C5H7NO at a distorted geometry.

Calculated values
- HOMO-LUMO gap (eV) = 9.58
- HOMO energy (eV) = -8.615
- electronic energy (Ha) = -324.57686
- energy relative to the best compared isomer or geometry (same formula, charge and spin) (kcal per mole) = 92.63

```
! wB97M-V def2-TZVPD RIJCOSX def2/J DEFGRID3
* xyz 0 1
N 2.236 0.536 0.557
C 1.372 0.057 -0.215
O 0.904 -1.253 -0.394
C -0.343 -0.749 -0.960
C -1.307 -0.498 0.185
C -0.513 0.636 0.791
C 0.267 0.642 -0.931
H 2.714 -0.250 0.967
H -0.666 -1.300 -1.839
H -1.478 -1.354 0.830
H -2.252 -0.099 -0.166
H -0.104 0.420 1.822
H -0.908 1.631 0.790
H 0.078 1.581 -1.437
*
```

Atomic partial charges in e from the Löwdin method, atoms 1 to 4:
1 N 0.131
2 C -0.524
3 O 0.020
4 C -0.243

5.
Density functional theory data (ωB97M-V with the def2-TZVPD basis set) for an isolated molecule of C5H7NO at a distorted geometry.

Calculated values
- HOMO-LUMO gap (eV) = 10.92
- HOMO energy (eV) = -9.848
- electronic energy (Ha) = -324.60600
- energy relative to the best compared isomer or geometry (same formula, charge and spin) (kcal per mole) = 74.34
- SMILES string = [H]/N=C1\OC[C@H]2C[C@@H]12

```
! wB97M-V def2-TZVPD RIJCOSX def2/J DEFGRID3
* xyz 0 1
N -0.514 -0.376 2.441
C -0.366 -0.385 1.201
O -1.495 -0.342 -0.020
C -0.796 -0.437 -1.274
C 0.642 -0.095 -0.941
C 0.697 1.126 -0.083
C 0.895 -0.305 0.497
H -1.438 -0.132 2.762
H -1.180 0.284 -2.030
H -0.851 -1.439 -1.721
H 1.431 -0.323 -1.634
H -0.497 1.467 -0.065
H 1.654 1.695 -0.048
H 1.818 -0.738 0.916
*
```

Atomic partial charges in e from the Löwdin method, atoms 1 to 4:
1 N 0.172
2 C -0.282
3 O -0.131
4 C -0.199

6.
Density functional theory data (ωB97M-V with the def2-TZVPD basis set) for a structure of composition C5H7NO at a distorted geometry.

Calculated values
- HOMO-LUMO gap (eV) = 9.35
- HOMO energy (eV) = -8.860
- electronic energy (Ha) = -324.54474
- energy relative to the best compared isomer or geometry (same formula, charge and spin) (kcal per mole) = 112.78

```
! wB97M-V def2-TZVPD RIJCOSX def2/J DEFGRID3
* xyz 0 1
C -0.240 1.205 0.131
C -1.364 0.167 0.150
C 0.527 -0.356 -1.203
C 1.011 0.451 -0.046
C 0.407 -0.873 0.693
H -1.864 -0.168 1.038
H -2.221 0.221 -0.434
H 1.134 -1.091 -1.587
H -0.045 0.333 -1.900
H 1.875 0.962 0.280
H 0.284 -0.448 1.678
H 1.165 -1.722 0.730
N -0.441 -0.923 -0.393
O -0.226 2.243 0.864
*
```

Atomic partial charges in e from the Löwdin method, atoms 1 to 4:
1 C -0.320
2 C -0.035
3 C -0.177
4 C -0.121

7.
Density functional theory data (ωB97M-V with the def2-TZVPD basis set) for an isolated molecule of C5H7NO at a distorted geometry.

Calculated values
- HOMO-LUMO gap (eV) = 10.56
- HOMO energy (eV) = -10.142
- electronic energy (Ha) = -324.63614
- energy relative to the best compared isomer or geometry (same formula, charge and spin) (kcal per mole) = 55.43
- SMILES string = C[C@H](C#N)CC=O

```
! wB97M-V def2-TZVPD RIJCOSX def2/J DEFGRID3
* xyz 0 1
C 1.238 0.045 -1.051
C 0.637 -0.585 0.209
C -0.468 0.212 0.927
C -1.094 1.458 0.360
O -0.847 1.979 -0.701
C -0.286 -1.939 -0.105
N -1.354 -2.409 -0.042
H 0.511 -0.110 -1.845
H 2.181 -0.441 -1.304
H 1.392 1.132 -1.006
H 1.401 -0.908 0.918
H -1.217 -0.556 0.781
H -0.352 0.259 2.013
H -1.921 1.843 1.001
*
```

Atomic partial charges in e from the Löwdin method, atoms 1 to 4:
1 C -0.077
2 C -0.253
3 C -0.151
4 C -0.236

8.
Density functional theory data (ωB97M-V with the def2-TZVPD basis set) for a structure of composition C5H7NO at a distorted geometry.

Calculated values
- HOMO-LUMO gap (eV) = 10.06
- HOMO energy (eV) = -9.013
- electronic energy (Ha) = -324.56132
- energy relative to the best compared isomer or geometry (same formula, charge and spin) (kcal per mole) = 102.38

```
! wB97M-V def2-TZVPD RIJCOSX def2/J DEFGRID3
* xyz 0 1
C -1.795 -1.876 -0.181
N -0.680 -1.227 -0.844
C -0.143 -0.238 -0.327
O -0.424 0.496 0.852
C 0.504 1.514 0.403
C 1.966 0.831 0.406
C 0.952 0.692 -0.703
H -2.591 -2.043 -0.913
H -1.467 -2.858 0.174
H -2.197 -1.308 0.665
H 0.270 2.547 0.565
H 1.651 0.858 1.443
H 2.789 1.478 0.123
H 1.164 1.133 -1.663
*
```

Atomic partial charges in e from the Löwdin method, atoms 1 to 4:
1 C -0.111
2 N 0.071
3 C -0.336
4 O 0.020